No. 1
{
  "formula": "C25H50IInNO16",
  "method": "ωB97M-V/def2-TZVPD",
  "species": ["C", "C", "C", "N", "In", "C", "C", "O", "I", "H", "H", "H", "H", "H", "H", "H", "H", "H", "H", "C", "C", "O", "C", "O", "O", "C", "H", "H", "H", "H", "H", "H", "H", "H", "C", "C", "O", "C", "O", "O", "C", "H", "H", "H", "H", "H", "H", "H", "H", "C", "C", "O", "C", "O", "O", "C", "H", "H", "H", "H", "H", "H", "H", "H", "C", "C", "O", "C", "O", "O", "C", "H", "H", "H", "H", "H", "H", "H", "H", "C", "C", "O", "C", "O", "O", "C", "H", "H", "H", "H", "H", "H", "H", "H"],
  "coordinates": [[-2.9716, -2.2356, -3.8788], [-2.8289, -0.7439, -4.1673], [-2.1858, -0.4203, -5.5161], [-3.1823, 0.1415, -3.3374], [-4.8771, 1.3972, -3.7962], [-6.6396, -0.0226, -3.7915], [-7.2722, -0.2655, -5.0605], [-8.3803, -0.0493, -5.4358], [-5.9405, -1.1421, -6.5759], [-2.0896, -2.8089, -4.1838], [-3.1418, -2.3627, -2.8079], [-3.8276, -2.6288, -4.4427], [-1.4605, -1.1743, -5.8345], [-1.7199, 0.5634, -5.4358], [-2.9631, -0.3510, -6.2881], [-5.0564, 2.4634, -2.4178], [-4.6715, 2.2024, -5.3449], [-7.4160, 0.3982, -3.1417], [-6.2518, -0.9506, -3.3656], [0.2629, -1.3620, -1.1777], [0.8785, -0.5859, -2.3175], [2.2090, -1.0474, -2.6407], [2.2723, -2.1615, -3.3564], [1.3480, -2.8098, -3.7680], [3.5646, -2.4615, -3.5426], [3.7826, -3.6751, -4.2627], [0.9275, -1.3619, -0.3117], [-0.6914, -0.9119, -0.9046], [0.0846, -2.3972, -1.4671], [1.0140, 0.4592, -2.0473], [0.2459, -0.6216, -3.2033], [3.2332, -3.6721, -5.2014], [3.4747, -4.5328, -3.6665], [4.8515, -3.7159, -4.4506], [1.5394, 2.7168, 4.5899], [0.7232, 3.0742, 3.3674], [1.5559, 3.3591, 2.2297], [2.0399, 2.2925, 1.6008], [1.8332, 1.1422, 1.8963], [2.7906, 2.7000, 0.5853], [3.4106, 1.6398, -0.1583], [2.2647, 3.5022, 4.8052], [0.8825, 2.6022, 5.4524], [2.0771, 1.7821, 4.4391], [0.1618, 3.9923, 3.5260], [0.0212, 2.2826, 3.1092], [2.6743, 0.9070, -0.4759], [4.1712, 1.1502, 0.4469], [3.8638, 2.1162, -1.0212], [5.2223, -3.1780, 5.1932], [4.1982, -4.2490, 4.8916], [2.8696, -3.7102, 4.8270], [2.5638, -3.0873, 3.6818], [3.2905, -2.9825, 2.7291], [1.3346, -2.6063, 3.7917], [0.8790, -1.8495, 2.6553], [4.9442, -2.6325, 6.0956], [6.2064, -3.6227, 5.3426], [5.2901, -2.4607, 4.3767], [4.1538, -4.9822, 5.6954], [4.4273, -4.7713, 3.9635], [0.9927, -2.4268, 1.7411], [1.4300, -0.9180, 2.5640], [-0.1723, -1.6491, 2.8361], [7.1803, -0.3879, 11.8210], [7.1692, -1.7744, 11.2170], [5.8318, -2.2679, 11.0304], [5.1966, -1.7919, 9.9598], [5.6493, -1.0233, 9.1522], [3.9703, -2.3061, 9.9420], [3.1473, -1.8403, 8.8664], [6.6097, -0.3745, 12.7501], [8.2052, -0.0854, 12.0367], [6.7437, 0.3364, 11.1355], [7.6314, -2.4964, 11.8872], [7.6977, -1.7987, 10.2649], [3.6493, -1.9691, 7.9113], [2.8942, -0.7911, 9.0074], [2.2453, -2.4427, 8.8939], [-7.8970, 2.7382, -7.0715], [-6.9774, 2.8252, -8.2625], [-7.2382, 3.9952, -9.0801], [-6.7484, 5.1387, -8.6334], [-6.0914, 5.3164, -7.6439], [-7.1221, 6.1105, -9.4856], [-6.6989, 7.4151, -9.0947], [-8.9420, 2.7935, -7.3827], [-7.7447, 1.7930, -6.5564], [-7.7055, 3.5505, -6.3701], [-7.1428, 1.9928, -8.9431], [-5.9318, 2.8183, -7.9572], [-5.6275, 7.4359, -8.9067], [-7.2264, 7.7366, -8.1975], [-6.9487, 8.0668, -9.9274]],
  "lowdin_charge": [-0.0843, -0.6309, -0.1022, -0.0820, 0.3938, -0.3245, -0.9387, -0.0499, 0.7295, 0.0563, 0.0615, 0.0415, 0.0583, 0.0651, 0.0104, -0.1329, -0.1064, 0.0506, 0.0485, -0.0506, -0.1919, 0.0341, -0.6144, 0.1260, -0.0029, -0.0483, 0.0601, 0.0891, 0.0791, 0.1145, 0.1190, 0.0941, 0.0963, 0.0893, -0.0647, -0.2055, 0.0437, -0.6046, 0.1046, 0.0165, -0.0153, 0.0804, 0.0788, 0.0731, 0.1228, 0.1241, 0.0750, 0.1013, 0.0980, -0.0574, -0.2154, 0.0260, -0.6159, 0.1264, 0.0097, -0.0207, 0.0611, 0.0805, 0.0788, 0.1201, 0.1213, 0.0845, 0.0681, 0.0997, -0.0656, -0.2129, 0.0348, -0.6166, 0.1219, 0.0089, -0.0245, 0.0810, 0.0791, 0.0756, 0.1211, 0.1221, 0.0759, 0.1001, 0.0965, -0.0536, -0.1937, 0.0360, -0.6182, 0.1281, -0.0100, -0.0562, 0.0856, 0.0384, 0.0834, 0.1200, 0.1156, 0.0926, 0.0952, 0.0875],
  "total_charge": -1,
  "total_energy_ev": -74261.4422
}

***

No. 2
{
  "formula": "C7H9O7PRu",
  "method": "ωB97M-V/def2-TZVPD",
  "species": ["O", "C", "Ru", "O", "C", "C", "O", "C", "O", "C", "O", "P", "O", "C", "O", "C", "H", "H", "H", "H", "H", "H", "H", "H", "H"],
  "coordinates": [[-1.4449, 2.5404, -1.5310], [-1.6869, 1.6125, -0.8784], [-2.2451, 0.2832, 0.3032], [-0.6853, -0.9817, -5.5014], [-1.0102, -0.7378, -4.4359], [-4.0098, 0.7293, -0.1160], [-5.0769, 1.0175, -0.4624], [-2.4366, -1.4701, -0.2832], [-2.6664, -2.5700, -0.5822], [1.0224, 2.3367, 0.9462], [0.9228, 1.0691, 0.2244], [-0.0120, -0.1139, 0.8518], [0.5298, -0.2621, 2.3910], [1.9468, -0.6217, 2.4302], [0.4083, -1.5120, 0.1555], [1.4040, -1.7269, -0.8643], [0.0909, 2.9148, 0.8669], [1.8628, 2.8562, 0.4648], [1.2538, 2.1805, 2.0050], [2.5289, -0.1454, 1.6210], [2.3352, -0.2660, 3.3854], [2.0323, -1.7071, 2.3506], [1.7693, -0.7967, -1.3253], [2.2290, -2.2750, -0.3888], [0.9377, -2.3538, -1.6271]],
  "mulliken_spin": [0.1841, -0.0877, 3.8194, 0.0016, 0.0116, -0.1966, 0.1978, -0.1080, 0.1855, 0.0170, 0.0973, -0.0731, 0.4641, 0.0698, 0.2246, 0.0216, -0.0013, 0.0015, 0.0021, 0.0125, 0.0360, 0.0583, -0.0044, 0.0356, 0.0307],
  "spin_multiplicity": 6,
  "total_charge": 3,
  "total_energy_ev": -33566.7999
}

***

Please write out number 2 again, unchanged.
{
  "formula": "C7H9O7PRu",
  "method": "ωB97M-V/def2-TZVPD",
  "species": ["O", "C", "Ru", "O", "C", "C", "O", "C", "O", "C", "O", "P", "O", "C", "O", "C", "H", "H", "H", "H", "H", "H", "H", "H", "H"],
  "coordinates": [[-1.4449, 2.5404, -1.5310], [-1.6869, 1.6125, -0.8784], [-2.2451, 0.2832, 0.3032], [-0.6853, -0.9817, -5.5014], [-1.0102, -0.7378, -4.4359], [-4.0098, 0.7293, -0.1160], [-5.0769, 1.0175, -0.4624], [-2.4366, -1.4701, -0.2832], [-2.6664, -2.5700, -0.5822], [1.0224, 2.3367, 0.9462], [0.9228, 1.0691, 0.2244], [-0.0120, -0.1139, 0.8518], [0.5298, -0.2621, 2.3910], [1.9468, -0.6217, 2.4302], [0.4083, -1.5120, 0.1555], [1.4040, -1.7269, -0.8643], [0.0909, 2.9148, 0.8669], [1.8628, 2.8562, 0.4648], [1.2538, 2.1805, 2.0050], [2.5289, -0.1454, 1.6210], [2.3352, -0.2660, 3.3854], [2.0323, -1.7071, 2.3506], [1.7693, -0.7967, -1.3253], [2.2290, -2.2750, -0.3888], [0.9377, -2.3538, -1.6271]],
  "mulliken_spin": [0.1841, -0.0877, 3.8194, 0.0016, 0.0116, -0.1966, 0.1978, -0.1080, 0.1855, 0.0170, 0.0973, -0.0731, 0.4641, 0.0698, 0.2246, 0.0216, -0.0013, 0.0015, 0.0021, 0.0125, 0.0360, 0.0583, -0.0044, 0.0356, 0.0307],
  "spin_multiplicity": 6,
  "total_charge": 3,
  "total_energy_ev": -33566.7999
}